1.
Formula: C2H8N2S
Source: OMol25
Level of theory: ωB97M-V with the def2-TZVPD basis set

## Properties
total charge = +1
⟨S²⟩ = 0.759
spin multiplicity = 2
gap between HOMO and LUMO (alpha / beta) = 8.45 / 4.15 eV

The geometry in XYZ format:
```
13
Properties=species:S:1:pos:R:3:forces:R:3
C -1.019415 1.577167 0.165493 -1.01 1.30 0.28
N 1.093406 -0.343973 -0.628219 -0.05 0.27 -0.36
C 0.583454 0.747487 -1.419135 1.87 -1.37 -1.06
N -0.336173 1.471485 -1.070304 -0.56 -0.52 1.56
H -2.095552 1.629070 0.004228 0.03 -0.16 0.01
H -0.704403 2.475563 0.702634 0.07 -0.01 -0.14
H -0.777895 0.714281 0.815858 0.29 -0.25 -0.53
H 0.804693 -1.217928 -1.088789 -0.18 0.15 0.40
H 2.114120 -0.329796 -0.741152 -0.23 0.01 0.00
H 1.084087 0.861896 -2.381926 -0.17 0.62 -0.19
S -0.708947 -2.639648 1.495840 -0.13 -0.03 -0.12
H 0.569147 -3.040374 1.534978 -0.01 0.04 0.11
H -0.606523 -1.905230 2.610495 0.10 -0.05 0.04
```
Positions in Å, forces in eV/Å.

***

2.
Formula: C7H13N4O
Source: OMol25
Level of theory: ωB97M-V with the def2-TZVPD basis set

## Properties
total charge = +1
SMILES string = NC1=CNC=[NH+][C@@]1(N)C1COC1
spin multiplicity = 1
gap between HOMO and LUMO (alpha / beta) = 8.56 / 8.56 eV

The geometry in XYZ format:
```
25
Properties=species:S:1:pos:R:3:forces:R:3
N -1.061856 -1.703596 -1.336062 -0.55 -1.74 -2.07
C 0.044562 -1.214978 -0.852064 1.67 1.13 2.60
C 1.283960 -1.396906 -1.292240 0.52 -1.84 -2.56
N 2.362895 -0.742912 -0.691457 0.39 0.80 1.48
C 2.232116 -0.207078 0.509985 1.52 0.18 2.69
N 1.058861 -0.071584 1.148590 -0.22 -1.83 -4.63
C -0.204677 -0.404423 0.400520 -0.78 1.99 -0.25
N -1.070043 -1.042643 1.395084 1.05 -1.97 -0.08
C -1.020214 0.865199 -0.083546 -0.15 0.03 1.90
C -0.321624 2.087896 -0.701961 -0.42 -0.73 0.78
O -0.257149 2.758545 0.561280 -1.36 0.23 -0.22
C -1.261235 1.857323 1.152402 -0.90 -0.11 -1.85
H -0.942999 -2.333436 -2.100553 -0.58 -0.32 -0.42
H -1.957782 -1.579436 -0.949637 -0.76 0.10 0.20
H 1.554970 -2.177172 -2.083037 -0.40 1.59 1.05
H 3.233851 -0.553061 -1.199070 -0.49 -0.58 0.44
H 3.183668 -0.079980 1.179571 -1.78 0.49 -1.75
H 0.853487 0.399708 1.977126 0.55 0.89 1.71
H -1.729478 -1.666396 0.864753 0.79 0.66 1.37
H -0.412868 -1.667757 1.962048 -1.59 0.68 -0.95
H -1.945311 0.514639 -0.612850 0.86 0.40 0.66
H 0.606706 1.996697 -1.190263 1.71 -0.47 -0.14
H -0.895286 2.567355 -1.461123 -1.12 0.66 -0.23
H -2.390775 2.070225 1.244296 1.73 0.80 -0.57
H -0.943778 1.723768 2.158209 0.32 -1.05 0.82
```
Positions in Å, forces in eV/Å.

***

3.
Formula: C18H58B4N2Na2O2Sn
Source: OMol25
Level of theory: ωB97M-V with the def2-TZVPD basis set

## Properties
spin multiplicity = 1
gap between HOMO and LUMO = 7.40 eV

The geometry in XYZ format:
```
87
Properties=species:S:1:pos:R:3:forces:R:3
Na 16.679570 -19.976740 21.883500 -0.57 -2.45 1.69
Na 18.020890 -19.211010 19.538370 0.27 1.45 -5.32
Sn 14.681930 -17.629750 20.996100 -2.70 -2.62 -0.08
B 17.041570 -20.982790 20.113570 0.39 -2.88 -1.65
H 16.623700 -21.604080 20.890500 -0.88 -2.41 2.22
H 18.022900 -20.588400 20.327310 2.97 -1.11 1.89
H 17.076430 -21.563990 19.205140 0.51 -2.35 -3.56
H 16.436020 -20.122650 19.873360 -2.16 1.72 -0.96
B 17.115970 -18.221910 21.080340 1.53 2.72 1.44
H 17.642520 -17.297060 20.902510 1.43 2.36 -0.40
H 16.539010 -18.121510 21.986590 -1.73 1.13 3.75
H 16.483600 -18.440040 20.233720 -1.01 -1.40 -1.12
H 17.835110 -19.013000 21.226160 2.46 -0.54 1.20
B 14.170200 -18.834700 18.921580 -1.19 0.21 0.12
H 15.181030 -18.929620 19.286900 3.14 -0.61 0.74
H 14.104780 -19.471730 18.053160 -0.57 -2.22 -3.07
H 13.469600 -19.080250 19.704590 -2.85 -0.76 2.04
H 14.071790 -17.785100 18.691630 -1.36 3.75 -0.84
B 14.615050 -20.200450 21.415890 -2.27 -0.44 -0.14
H 14.344580 -19.648810 22.302890 -0.97 2.15 3.59
H 15.046750 -21.168320 21.618670 1.14 -2.89 0.86
H 13.697180 -20.304540 20.858280 -2.84 -0.79 -1.58
H 15.357170 -19.636950 20.871880 0.43 1.56 -1.95
C 14.641060 -20.929630 24.180330 -0.77 -1.76 -0.01
C 15.903720 -20.125070 24.314660 -1.29 0.04 1.79
N 17.099230 -20.580440 23.702270 2.71 -3.01 0.61
C 18.208990 -19.710250 24.122400 0.43 0.64 -0.23
C 19.499020 -19.672670 23.182200 -3.09 -3.00 2.05
C 17.310580 -22.078090 23.901390 -0.37 1.07 -0.09
C 17.417950 -22.487960 25.365610 -0.15 -0.87 -0.53
H 14.541810 -21.770010 24.867360 0.33 -0.04 0.33
H 14.537350 -21.329840 23.171780 0.02 -0.12 0.68
H 13.738190 -20.332840 24.309830 0.24 0.30 0.17
H 15.580640 -19.155320 23.936100 0.74 0.47 0.16
H 16.165360 -20.104490 25.372590 -0.54 0.91 0.60
H 17.695170 -18.753610 24.216870 0.49 0.50 -0.25
H 18.512970 -19.917480 25.148440 0.23 -0.29 0.28
H 19.273560 -19.410190 22.148580 -1.93 -2.08 1.73
H 20.359760 -19.103300 23.532970 -0.24 -0.19 0.47
H 19.704750 -20.738970 23.088570 0.65 0.09 0.44
H 18.158920 -22.505060 23.366500 0.58 0.84 -0.06
H 16.538540 -22.617800 23.352960 -0.64 0.40 0.37
H 17.114100 -23.534610 25.382610 0.22 -0.21 0.24
H 16.723140 -21.998860 26.048340 0.29 0.29 -0.07
H 18.463080 -22.439220 25.671260 -0.19 0.19 0.45
C 20.496480 -21.366690 20.711480 -0.06 0.76 0.85
C 20.823470 -20.224950 19.783670 -0.19 0.41 -0.64
N 19.994140 -18.986040 19.947590 1.95 0.65 -1.76
C 20.162820 -18.235500 18.638560 -0.82 0.29 0.11
C 19.182900 -17.069150 18.505740 0.04 1.83 0.54
C 20.179330 -18.081220 21.108870 2.85 1.34 -1.18
C 21.592960 -17.377680 21.205900 -1.34 -0.06 -0.09
H 20.921260 -22.323550 20.408040 0.55 0.29 0.23
H 19.421930 -21.538120 20.775150 0.15 0.12 -0.20
H 20.793430 -20.962960 21.679430 0.46 -1.19 0.12
H 21.865820 -19.906540 19.768940 0.44 -0.34 0.42
H 20.673460 -20.617830 18.778070 -0.36 0.44 -0.27
H 21.181610 -17.894470 18.454550 0.23 0.12 0.35
H 19.953180 -18.829800 17.749190 -0.01 -0.94 0.41
H 18.805730 -16.783490 17.523780 0.24 -0.78 -0.44
H 18.298810 -17.074260 19.143280 0.21 -0.53 -0.06
H 19.635260 -16.124830 18.808570 0.37 0.08 0.27
H 19.938040 -18.634550 22.016450 2.15 2.77 -2.13
H 19.454910 -17.266870 21.096020 0.09 -0.31 -0.43
H 21.575510 -16.782150 22.118680 0.29 -0.27 0.34
H 21.692370 -16.606950 20.441570 0.18 -0.20 -0.38
H 22.444680 -18.057180 21.174940 -0.04 0.07 0.12
C 15.776240 -14.941930 18.235660 0.42 -0.64 -0.46
C 15.892270 -16.456200 18.364680 -0.96 0.00 -1.30
O 16.106010 -16.942510 19.457190 0.15 2.04 -4.45
C 15.544280 -17.340880 17.166260 1.28 0.84 -0.96
H 16.176390 -14.627990 17.271590 0.43 0.16 0.16
H 16.269610 -14.517770 19.110170 -0.12 0.32 -0.35
H 14.737220 -14.620500 18.163320 -0.23 -0.27 0.39
H 15.927890 -16.972390 16.214860 0.00 0.75 -0.03
H 14.455150 -17.374520 17.138870 0.30 0.03 -0.36
H 15.930020 -18.360310 17.175710 -0.27 0.08 0.76
C 16.154700 -14.565710 23.265930 -0.64 -0.67 0.01
C 16.571790 -15.138070 21.936810 -0.92 -0.14 -0.40
O 15.753700 -15.709630 21.208950 1.28 4.06 2.85
C 17.989350 -14.989110 21.468090 -0.34 -0.75 -0.31
H 15.880840 -13.527760 23.076800 0.52 0.30 0.32
H 16.869240 -14.746840 24.068870 0.30 0.60 -0.24
H 15.223050 -15.013450 23.611830 -0.09 -0.23 -0.29
H 18.189310 -14.047150 20.957390 0.03 0.28 0.52
H 18.080980 -15.773830 20.717140 0.29 0.44 0.07
H 18.649500 -15.234130 22.300110 0.30 0.48 -0.11
```
Positions in Å, forces in eV/Å.

***

4.
Formula: C10H16
Source: OMol25
Level of theory: ωB97M-V with the def2-TZVPD basis set

## Properties
SMILES string = Cc1ccccc1.CCC
spin multiplicity = 1
gap between HOMO and LUMO = 10.10 eV

The geometry in XYZ format:
```
26
Properties=species:S:1:pos:R:3:forces:R:3
C 0.507130 1.821363 -1.924706 0.48 -0.65 -0.25
C 1.362454 0.893369 -1.079181 0.14 0.42 -0.42
C 1.689161 1.211519 0.245596 -0.18 0.21 -1.09
C 2.319421 0.266243 1.014197 0.05 -0.52 1.17
C 2.622906 -0.996661 0.528262 0.03 0.23 -0.42
C 2.395086 -1.266087 -0.805537 -0.28 -0.30 -0.44
C 1.785147 -0.313451 -1.609537 0.03 0.08 0.14
H -0.284052 2.156206 -1.258533 -0.18 0.54 -0.46
H 0.103561 1.276573 -2.783266 -0.37 -0.22 0.39
H 1.050460 2.609685 -2.451831 0.08 0.40 0.73
H 1.480759 2.226211 0.563339 -0.15 -0.17 0.45
H 2.506296 0.391433 2.075761 0.07 0.53 -0.09
H 3.060429 -1.719642 1.190398 0.09 -0.28 0.10
H 2.584895 -2.231701 -1.256562 0.32 -0.06 0.20
H 1.644402 -0.490752 -2.668586 -0.20 -0.21 0.04
C -2.817643 -0.304126 -0.203581 0.40 -0.27 -0.05
C -2.607128 -0.166140 1.307600 0.56 0.10 -1.04
C -1.473735 -1.044854 1.803561 -0.24 -0.11 0.35
H -2.810140 -1.350081 -0.522742 -0.52 0.00 0.05
H -1.970934 0.120408 -0.754824 0.04 0.14 0.24
H -3.698397 0.233599 -0.541851 -0.24 -0.21 -0.10
H -2.339977 0.865127 1.424873 0.14 0.76 0.54
H -3.509378 -0.323968 1.891640 -0.17 -0.22 -0.08
H -1.356071 -0.885934 2.876748 0.21 -0.20 0.01
H -1.734518 -2.082038 1.624260 -0.05 -0.35 0.16
H -0.510123 -0.896301 1.314507 -0.09 0.36 -0.10
```
Positions in Å, forces in eV/Å.

***

5.
Formula: C11H6F6GaN6O6S2
Source: OMol25
Level of theory: ωB97M-V with the def2-TZVPD basis set

## Properties
total charge = +1
spin multiplicity = 1
gap between HOMO and LUMO = 8.98 eV

The geometry in XYZ format:
```
38
Properties=species:S:1:pos:R:3:forces:R:3
Ga 0.196989 1.343464 0.879739 0.11 -0.08 -0.02
F 5.030005 -0.728201 -0.094971 0.00 0.00 0.00
C 3.778136 -0.935769 -0.427058 -0.01 0.01 -0.08
F 3.410930 -2.166067 -0.148199 -0.06 -0.04 0.04
F 3.570149 -0.661950 -1.698889 0.01 0.00 0.01
S 2.740956 0.259435 0.547427 -0.22 0.14 -0.14
O 1.308199 -0.026119 0.095223 0.32 0.33 0.13
O 3.099778 1.610277 0.270193 0.13 -0.20 0.02
N 2.944094 -0.240506 2.012156 -0.19 0.04 0.01
S 1.918555 0.122868 3.137344 0.07 0.13 0.10
O 0.879330 1.107607 2.634905 -0.07 -0.10 -0.05
O 2.487056 0.470092 4.378234 0.01 -0.02 -0.09
C 0.914461 -1.426136 3.397826 0.04 0.02 0.07
F -0.049923 -1.477843 2.470948 0.05 0.00 -0.02
F 1.691529 -2.479172 3.286592 -0.03 0.04 0.04
F 0.372940 -1.360309 4.596158 -0.04 -0.04 -0.10
N -6.526079 -0.421134 0.486280 0.00 -0.01 0.06
C -5.499620 -0.765307 -0.317543 0.03 0.01 -0.08
O -5.592863 -1.467987 -1.296511 0.00 -0.02 0.01
C -4.126369 -0.240504 0.064196 -0.07 -0.02 0.00
C -3.743416 0.062640 1.364192 0.07 0.02 0.06
C -2.450195 0.473668 1.602312 0.00 -0.03 -0.03
N -1.557626 0.591525 0.604172 -0.21 -0.04 0.01
C -1.923713 0.302400 -0.661882 -0.04 -0.04 -0.02
C -3.193938 -0.127552 -0.960005 0.03 0.01 0.02
H -7.446164 -0.739418 0.225551 0.00 0.01 -0.01
H -6.455766 0.301349 1.179870 0.00 0.01 -0.01
H -4.418609 -0.038023 2.202067 -0.02 -0.01 -0.01
H -2.104615 0.708692 2.600713 0.00 0.01 0.00
H -1.172244 0.417998 -1.432836 0.02 0.00 0.03
H -3.472000 -0.385013 -1.972213 -0.01 0.00 0.00
O 0.014389 3.016825 0.248667 0.09 -0.04 0.07
N 0.944587 3.907688 0.724907 0.06 0.00 0.03
C 0.789902 5.070253 0.213621 -0.14 -0.22 -0.02
C -0.246132 5.348263 -0.750090 0.09 0.10 0.00
N -1.069596 5.554364 -1.520838 -0.05 -0.02 -0.01
C 1.678773 6.114745 0.636527 0.00 -0.02 -0.01
N 2.376705 6.961876 0.966675 0.03 0.04 0.01
```
Positions in Å, forces in eV/Å.

***

Number 1: electronic energy -588.3241 Eh. Number 2: electronic energy -568.4679 Eh. Number 3: electronic energy -1618.0405 Eh. Number 4: electronic energy -390.6202 Eh. Number 5: electronic energy -4522.8309 Eh.